1.
92
Properties=species:S:1:pos:R:3:forces:R:3 method="wB97M-V/def2-TZVPD" s2=0.76 relative_energy_kcal_mol=21.6 multiplicity=2 total_charge=+2
Ru 0.569 -2.601 -1.832 -0.23 -0.66 -0.26
C 3.388 -2.102 2.683 -0.04 -0.01 -0.01
C 2.828 -1.081 1.744 0.03 0.05 0.06
C 3.265 0.213 1.678 0.10 -0.07 0.00
C 2.738 1.104 0.717 -0.04 -0.02 -0.07
N 1.695 0.766 -0.002 0.00 0.10 -0.12
N 1.222 -0.467 0.114 0.01 0.18 0.06
B -0.103 -0.896 -0.600 -0.01 0.16 -0.01
N -1.165 -1.404 0.432 -0.07 -0.23 -0.08
N -1.313 -0.594 1.498 0.01 0.10 0.03
C -2.208 -0.899 2.396 0.03 -0.07 -0.01
C -3.071 -2.012 2.212 0.00 -0.02 0.00
C -2.906 -2.855 1.160 -0.02 0.00 0.04
C -3.737 -4.080 0.953 0.01 0.00 0.00
C -1.836 -2.555 0.268 0.15 0.05 -0.06
S -1.354 -3.718 -0.904 0.18 0.22 0.03
C -2.287 -0.071 3.665 -0.04 0.06 0.00
C -3.700 0.516 3.798 0.01 0.01 0.00
C -1.997 -0.998 4.855 0.00 -0.02 0.00
C -1.268 1.064 3.650 0.00 -0.01 0.00
N -0.690 0.329 -1.358 -0.01 0.18 0.34
N -0.847 1.475 -0.679 -0.04 -0.04 0.08
C -1.476 2.459 -1.265 0.01 0.00 -0.06
C -1.961 2.323 -2.594 0.03 -0.02 -0.02
C -1.826 1.151 -3.273 -0.07 0.08 -0.03
C -2.337 0.918 -4.658 0.01 -0.01 0.02
C -1.174 0.112 -2.564 -0.07 -0.10 -0.16
S -1.065 -1.485 -3.156 -0.06 -0.02 -0.01
C -1.773 3.709 -0.447 -0.01 -0.02 0.01
C -3.180 3.505 0.139 0.00 0.01 0.04
C -1.754 4.967 -1.323 -0.01 -0.02 -0.02
C -0.766 3.890 0.689 0.00 0.01 -0.01
C 1.814 -1.416 0.827 -0.01 -0.26 0.11
S 1.242 -3.019 0.485 0.20 0.25 -0.05
C 3.341 2.479 0.489 0.03 -0.01 0.00
C 4.867 2.354 0.370 -0.03 -0.01 0.01
C 2.979 3.363 1.689 -0.03 0.05 0.02
C 2.803 3.092 -0.803 0.01 -0.01 -0.01
H 4.270 -1.723 3.192 0.00 0.01 0.00
H 3.652 -3.018 2.152 0.01 0.01 0.00
H 2.644 -2.370 3.437 0.00 -0.01 -0.01
H 4.066 0.541 2.327 -0.02 0.00 0.01
H -3.845 -2.211 2.941 -0.01 0.00 -0.01
H -4.546 -4.124 1.679 0.00 0.01 0.01
H -3.124 -4.977 1.058 -0.01 0.00 0.00
H -4.162 -4.095 -0.051 0.00 0.00 0.00
H -4.464 -0.256 3.893 0.00 -0.01 -0.01
H -3.949 1.142 2.939 0.00 0.01 0.00
H -3.751 1.137 4.692 0.00 0.00 0.00
H -2.712 -1.818 4.925 0.00 0.00 0.00
H -2.061 -0.428 5.783 0.00 0.00 0.00
H -0.993 -1.422 4.787 0.00 -0.01 0.00
H -1.474 1.760 2.840 0.02 0.05 -0.06
H -0.250 0.691 3.527 0.00 0.00 0.00
H -1.325 1.608 4.593 0.00 0.00 0.00
H -2.459 3.159 -3.067 0.01 0.00 -0.01
H -2.771 1.826 -5.069 0.00 0.00 0.00
H -3.099 0.136 -4.661 0.00 0.00 0.01
H -1.529 0.584 -5.311 0.00 0.00 -0.01
H -3.922 3.336 -0.644 0.01 0.00 0.00
H -3.479 4.392 0.699 0.00 -0.01 0.00
H -3.193 2.649 0.817 0.00 -0.01 0.00
H -2.580 5.002 -2.034 0.00 -0.01 0.00
H -0.814 5.058 -1.870 0.00 0.01 0.00
H -1.853 5.844 -0.683 0.00 0.00 0.00
H -0.613 2.969 1.246 -0.01 -0.04 0.04
H -1.131 4.660 1.370 0.00 -0.01 0.00
H 0.199 4.222 0.307 0.01 0.00 -0.03
H 5.327 1.926 1.261 0.01 0.02 0.01
H 5.298 3.346 0.232 0.00 0.00 -0.01
H 5.145 1.744 -0.491 0.01 -0.01 0.01
H 3.440 3.004 2.612 -0.02 -0.02 0.00
H 1.898 3.403 1.834 0.04 0.00 0.01
H 3.336 4.378 1.515 0.02 -0.01 0.02
H 3.047 2.469 -1.665 0.00 0.00 0.00
H 3.257 4.073 -0.949 0.00 0.00 0.01
H 1.723 3.207 -0.772 -0.06 0.01 -0.01
N 2.387 -3.890 -2.051 -0.24 -0.21 0.11
N 2.202 -5.171 -2.603 0.01 0.00 0.00
C 1.177 -5.357 -3.444 -0.14 0.03 -0.02
N 1.102 -6.496 -4.120 0.04 0.02 0.04
S -0.013 -4.158 -3.649 0.17 0.10 -0.16
H 3.037 -3.350 -2.616 0.05 0.07 -0.05
H 2.753 -3.991 -1.107 0.02 0.02 0.07
H 2.955 -5.840 -2.513 0.00 0.01 -0.03
H 1.832 -7.191 -4.106 0.00 0.00 0.01
H 0.296 -6.677 -4.697 0.00 0.02 0.00
C 2.442 -1.457 -3.946 0.04 -0.19 -0.01
O 1.781 -1.351 -2.710 0.05 0.14 0.17
H 3.479 -1.812 -3.837 -0.02 0.02 0.02
H 2.494 -0.480 -4.427 -0.01 0.04 0.05
H 1.916 -2.139 -4.624 0.00 0.01 0.00

***

2.
104
Properties=species:S:1:pos:R:3:forces:R:3 method="wB97M-V/def2-TZVPD" e_tot_ha=-3961.17968 total_charge=+1
N -5.497 4.991 -1.152 -0.74 0.39 -0.10
C -4.405 4.394 -1.272 0.36 -0.21 -0.08
C -3.651 3.994 -0.015 0.64 0.03 -0.93
C -2.401 3.130 -0.240 -1.32 -0.09 0.45
N -1.223 3.930 -0.766 0.97 -0.77 0.83
C -0.512 3.215 -1.650 -1.02 0.74 -0.59
N 0.721 2.841 -1.423 0.33 0.04 0.42
C 1.504 2.075 -2.375 0.92 0.72 -0.52
F 0.901 0.990 -2.790 -0.54 -0.94 0.26
F 1.704 2.836 -3.452 0.09 0.51 -0.44
C 2.932 1.775 -1.811 -0.87 0.41 0.42
F 3.419 2.976 -1.469 0.14 0.48 0.36
F 3.681 1.326 -2.791 0.23 -0.85 -0.53
C 2.918 0.853 -0.542 0.77 0.18 0.11
F 3.249 1.635 0.493 0.28 0.37 0.45
F 1.687 0.418 -0.267 -0.68 -0.42 -0.34
C 3.947 -0.315 -0.538 -0.54 0.08 -0.02
F 5.148 0.207 -0.710 0.72 0.56 -0.52
F 3.947 -0.805 0.700 -0.56 -0.65 0.62
C 3.696 -1.437 -1.596 0.93 -0.17 0.03
F 2.543 -1.278 -2.251 -0.79 0.14 0.18
F 4.657 -1.321 -2.509 0.57 0.02 -0.36
C 3.797 -2.891 -1.056 -1.06 -0.26 -0.50
F 3.879 -3.677 -2.140 -0.33 -0.22 -0.70
F 4.912 -3.095 -0.397 0.85 0.49 0.85
C 2.562 -3.372 -0.218 0.48 -0.61 0.31
F 1.713 -2.390 0.095 -0.20 0.67 -0.40
F 3.030 -3.849 0.938 0.21 -0.32 0.37
C 1.747 -4.531 -0.851 -1.06 0.61 1.05
F 2.411 -5.641 -0.907 1.19 -0.86 -0.57
F 0.721 -4.745 -0.032 -0.59 0.01 0.77
F 1.219 -4.215 -2.004 0.09 0.41 -1.37
N -1.139 2.854 -2.820 -0.06 -0.79 -0.16
C -2.350 2.024 -2.563 -0.16 -0.64 -0.33
C -2.613 1.835 -1.064 0.12 0.25 -0.19
C -3.976 1.167 -0.840 0.10 -0.61 0.00
C -3.949 -0.327 -1.280 -0.68 0.69 0.09
C -4.791 -1.225 -0.380 0.32 -0.57 -0.58
Cl -3.868 -1.738 1.080 -0.33 0.33 -0.21
H -5.870 5.188 -2.081 -0.24 0.20 0.23
H -4.057 4.164 -2.288 0.55 -0.12 0.35
H -3.327 4.911 0.492 -0.27 -0.13 0.11
H -4.357 3.450 0.614 0.17 0.16 0.15
H -2.086 2.792 0.756 0.05 0.13 -0.16
H -0.630 4.225 0.010 -0.36 0.24 0.08
H 1.142 3.127 -0.543 0.22 -0.23 -0.18
H -1.325 3.655 -3.413 0.03 0.06 0.15
H -3.212 2.428 -3.098 0.14 0.21 0.20
H -2.174 1.038 -3.010 0.01 0.14 0.09
H -1.863 1.113 -0.699 -0.03 0.18 -0.06
H -4.273 1.231 0.212 0.21 -0.04 -0.08
H -4.771 1.643 -1.425 0.20 0.28 0.20
H -2.926 -0.706 -1.358 -0.16 -0.08 0.05
H -4.419 -0.371 -2.271 0.29 -0.17 0.02
H -5.750 -0.787 -0.099 0.27 0.15 0.23
H -5.024 -2.130 -0.945 0.08 -0.05 0.30
C 5.163 -1.205 5.308 -0.07 -0.03 0.04
O 4.211 -2.103 4.765 0.21 0.12 -0.03
C 4.515 -2.491 3.433 -0.38 -0.25 0.21
C 5.097 -3.891 3.386 0.38 0.20 -0.28
O 6.390 -3.925 3.971 -0.15 -0.01 0.19
C 6.392 -4.494 5.271 0.09 -0.01 -0.05
H 4.943 -1.082 6.367 -0.07 -0.02 -0.03
H 6.181 -1.587 5.203 0.00 0.03 -0.04
H 5.086 -0.228 4.817 0.09 0.02 0.01
H 5.194 -1.773 2.960 0.09 -0.05 0.04
H 3.574 -2.482 2.876 0.01 0.01 0.00
H 5.213 -4.191 2.339 -0.05 -0.01 0.00
H 4.427 -4.608 3.869 -0.04 0.07 0.04
H 6.197 -5.570 5.213 -0.05 0.00 0.08
H 5.651 -4.019 5.919 -0.03 -0.04 -0.01
H 7.382 -4.343 5.700 0.01 0.01 -0.08
C 2.838 -10.259 1.488 0.02 0.03 0.07
O 2.392 -8.969 1.874 -0.03 -0.16 -0.17
C 1.932 -8.193 0.777 -0.02 0.15 0.46
C 0.418 -8.138 0.737 0.00 -0.13 -0.46
O -0.138 -9.403 0.411 0.03 0.00 0.23
C -0.679 -10.074 1.537 -0.02 -0.03 -0.09
H 3.025 -10.833 2.394 0.01 0.08 0.03
H 2.087 -10.781 0.891 0.02 0.01 -0.03
H 3.772 -10.183 0.921 -0.02 -0.07 -0.05
H 2.329 -8.575 -0.168 -0.06 -0.04 -0.01
H 2.316 -7.180 0.921 0.00 -0.01 0.01
H 0.111 -7.443 -0.051 0.01 0.04 0.03
H 0.020 -7.768 1.687 0.06 -0.03 0.03
H -1.587 -9.567 1.881 0.02 -0.02 0.09
H 0.043 -10.132 2.355 -0.02 0.04 0.02
H -0.942 -11.085 1.229 0.00 0.04 -0.07
C -6.001 11.344 -0.708 0.03 0.07 -0.01
O -4.662 11.231 -1.166 -0.17 -0.17 0.03
C -4.045 10.016 -0.775 0.26 0.31 -0.20
C -3.975 9.037 -1.929 -0.19 -0.32 0.27
O -5.266 8.567 -2.291 0.06 0.12 -0.18
C -5.756 9.176 -3.476 -0.07 -0.08 0.03
H -6.442 12.222 -1.177 0.09 0.02 0.00
H -6.594 10.467 -0.978 0.01 -0.02 0.04
H -6.019 11.479 0.378 -0.07 -0.04 0.01
H -4.564 9.569 0.079 -0.04 -0.05 -0.05
H -3.025 10.261 -0.461 0.01 -0.05 0.02
H -3.394 8.163 -1.613 0.05 0.02 0.01
H -3.468 9.488 -2.788 -0.03 0.07 0.03
H -5.190 8.824 -4.346 0.00 0.10 -0.04
H -5.705 10.265 -3.419 0.04 -0.01 -0.02
H -6.798 8.880 -3.597 0.03 -0.05 0.05